Record 1
The following is a DFT calculation (ωB97M-V/def2-TZVPD) of a molecular structure, C36H17F16OSi in a non-equilibrium geometry.

```
! wB97M-V def2-TZVPD RIJCOSX def2/J DEFGRID3
* xyz 1 1
F 4.29448 -2.92590 1.52219
C 3.60740 -1.81168 1.20819
C 2.67799 -1.28396 2.10380
F 2.47516 -1.89969 3.28852
C 1.92745 -0.16649 1.74520
F 0.93440 0.24433 2.58548
C 2.09502 0.48811 0.52380
Si 1.03255 1.85628 -0.13861
C -0.21042 2.67130 1.00263
C 0.21164 3.61100 1.94888
F 1.54582 3.83903 2.09447
C -0.65436 4.34641 2.75286
F -0.17656 5.28158 3.60079
C -2.02848 4.12061 2.65816
F -2.88917 4.82597 3.41497
C -2.49585 3.16199 1.75583
F -3.81879 2.89598 1.69091
C -1.59150 2.48110 0.94385
F -2.10460 1.59133 0.04211
C 2.05232 3.27643 -0.79938
C 3.34621 3.58792 -0.37512
F 3.93273 2.82658 0.58442
C 4.06781 4.68441 -0.84642
F 5.31372 4.93575 -0.38889
C 3.47971 5.53968 -1.78191
F 4.15357 6.61659 -2.23031
C 2.18393 5.27345 -2.23094
F 1.60004 6.09906 -3.12539
C 1.50030 4.16816 -1.72098
F 0.20758 3.98463 -2.11691
O 0.32988 1.09383 -1.45254
C -0.42719 0.24120 -2.12023
C -0.94930 -0.98245 -1.76706
C -2.11775 -1.27221 -2.64084
C -2.11376 -0.17535 -3.75333
C -0.95346 0.76135 -3.43687
C 3.05517 -0.05028 -0.33082
F 3.26671 0.54390 -1.53715
C 3.79682 -1.18808 -0.02871
F 4.65691 -1.71012 -0.92529
H -0.50559 -1.54305 -0.80204
H -2.12667 -2.26438 -3.11960
H -3.07620 -1.17535 -2.09657
H -2.00761 -0.61148 -4.74921
H -3.05421 0.38203 -3.73528
H -1.29144 1.80059 -3.33020
H -0.18470 0.74729 -4.22471
F -5.75068 -3.50499 0.46990
C -4.59936 -2.82601 0.80065
C -4.69332 -1.73684 1.66194
C -3.54621 -0.96574 1.89429
C -2.35338 -1.27510 1.23087
C -2.28906 -2.36211 0.35595
C -1.04249 -2.61636 -0.45500
C -0.01839 -3.44262 0.28546
C 1.11639 -3.88476 -0.40400
C 1.85182 -4.96040 0.08181
C 1.45745 -5.60953 1.25149
C 0.50076 -5.00576 2.07116
C -0.20065 -3.89138 1.61031
C -3.40895 -3.17999 0.17821
H -5.64424 -1.50098 2.12992
H -3.56432 -0.11416 2.58533
H -1.45543 -0.66104 1.38851
H -1.31143 -3.23145 -1.32696
H 1.37149 -3.41036 -1.35649
H 2.70625 -5.32191 -0.49231
H 1.91571 -6.55998 1.54325
H 0.26482 -5.41837 3.05297
H -0.91813 -3.38723 2.26004
H -3.35639 -4.05032 -0.47910
*
```

The calculation puts the orbital gap at 7.3 eV.

Record 2
The following is a DFT calculation (ωB97M-V/def2-TZVPD) of a molecular structure, C36H22BiBrI2N7O2S.

```
! wB97M-V def2-TZVPD RIJCOSX def2/J DEFGRID3
* xyz 1 1
Bi 0.24016 0.31499 -0.03393
I -4.66355 1.05356 -2.17289
C -3.26104 -0.39272 -2.71330
C -3.49781 -1.23624 -3.81050
C -2.58941 -2.19581 -4.16275
I -3.00285 -3.40152 -5.82148
C -1.39669 -2.35527 -3.41668
C -0.40310 -3.32718 -3.66780
C 0.70850 -3.39901 -2.87713
C 0.86313 -2.49138 -1.82082
N -0.04205 -1.57042 -1.55577
C -1.16942 -1.48837 -2.32316
C -2.10861 -0.47762 -1.95243
O -1.86203 0.29482 -0.92645
H -4.41017 -1.12016 -4.37971
H -0.53415 -4.01521 -4.49277
H 1.47315 -4.14191 -3.05519
H 1.72644 -2.51490 -1.17080
N -2.74124 -0.73797 3.15495
C -2.86806 -2.13513 3.36426
C -3.91744 -2.63021 4.11390
C -4.05737 -4.00272 4.28019
C -3.16286 -4.86944 3.67585
C -2.11335 -4.36371 2.91635
C -1.95739 -2.99651 2.77975
S -0.51724 -2.37664 1.95727
N -1.04696 -0.78558 1.55240
C -2.00298 -0.18296 2.17247
C -2.35698 1.21725 1.78425
C -3.58478 1.78593 2.07381
C -3.84230 3.07630 1.63284
C -2.88133 3.74797 0.90236
C -1.68834 3.09490 0.63660
N -1.43376 1.87245 1.08418
H -3.44080 -0.16359 3.59001
H -4.62558 -1.94933 4.57435
H -4.87248 -4.38713 4.87830
H -3.27310 -5.93888 3.79208
H -1.40374 -5.03214 2.44314
H -4.36104 1.23961 2.58995
H -4.79595 3.54123 1.84546
H -3.05513 4.74629 0.52710
H -0.91208 3.56600 0.04318
Br 5.83504 5.50819 0.38192
C 5.95830 4.09935 1.63749
C 6.12973 2.79936 1.18703
C 6.18368 1.76247 2.10327
C 6.08302 2.02914 3.46708
C 5.98779 3.34448 3.90326
C 5.89641 4.38365 2.99090
N 6.21469 1.02504 4.48465
N 5.61959 -0.06422 4.43226
C 4.55365 -0.31060 3.51132
C 4.62330 -1.46090 2.77177
C 3.66368 -1.77281 1.79714
C 2.58447 -0.94876 1.57050
O 1.67443 -1.23133 0.64312
C 2.43808 0.20020 2.40959
N 1.32076 0.95904 2.22453
C 1.10297 1.98087 3.02318
C 1.95783 2.30902 4.08605
C 3.09465 1.57604 4.27097
C 3.39642 0.50701 3.40007
H 6.22304 2.59968 0.12818
H 6.32548 0.74788 1.75678
H 5.97071 3.54173 4.96857
H 5.79868 5.40601 3.32970
H 5.47460 -2.11343 2.92693
H 3.75599 -2.67612 1.20750
H 0.20916 2.56493 2.84043
H 1.70724 3.12904 4.74488
H 3.75521 1.80132 5.09744
*
```

The calculation puts the orbital gap at 6.6 eV.

Record 3
The following is a DFT calculation (ωB97M-V/def2-TZVPD) of a molecular structure, C36H23Cl5EuN4O3S2 in a non-equilibrium geometry.

```
! wB97M-V def2-TZVPD RIJCOSX def2/J DEFGRID3
* xyz 0 8
Eu 0.69820 -0.49403 -0.03114
C -2.84043 -3.84858 1.09169
O -2.45407 -3.08567 2.29052
C -1.35270 -2.36327 1.89499
N -1.09157 -2.25444 0.68779
C -2.00860 -3.19050 -0.07275
C -2.92365 -2.42972 -0.99968
C -3.67521 -3.03069 -2.02702
C -4.47082 -2.25619 -2.87220
C -4.61868 -0.86284 -2.60732
C -3.99224 -0.27114 -1.53701
C -3.20040 -1.08816 -0.68379
C -0.56089 -1.74810 3.03409
C -0.93247 -2.04829 4.30889
C -0.01096 -1.82831 5.32323
C 1.12899 -1.09489 5.01260
C 1.33264 -0.78178 3.66704
N 0.55134 -1.10063 2.67326
C 2.53308 -0.09797 3.10249
N 2.79360 -0.14120 1.88065
C 4.05013 0.59944 1.58470
C 4.59027 0.77564 3.05090
O 3.47555 0.44571 3.93878
C 3.72295 1.85558 0.83389
C 2.76119 2.69472 1.37427
C 2.38970 3.90162 0.82619
C 2.95482 4.25320 -0.40746
C 3.97876 3.44440 -0.89628
C 4.45406 2.32410 -0.24177
H -3.90484 -3.78946 0.89682
H -2.57864 -4.96142 1.28358
H -1.45198 -3.93217 -0.65914
H -3.48933 -4.06485 -2.14051
H -4.93905 -2.68363 -3.75240
H -5.25175 -0.22350 -3.23376
H -4.18373 0.81804 -1.36629
H -2.63989 -0.45988 0.12551
H -1.83603 -2.60396 4.42101
H -0.16448 -2.18873 6.30977
H 1.86972 -0.99077 5.73822
H 4.67574 -0.01663 0.94193
H 4.93254 1.78368 3.32606
H 5.37366 0.04097 3.28432
H 2.21733 2.37779 2.23827
H 1.75776 4.52994 1.38301
H 2.67852 5.17269 -0.91080
H 4.50052 3.72231 -1.80565
H 5.21425 1.68102 -0.63608
Cl -1.24813 6.92989 0.97041
C -1.04691 5.19420 0.98850
C -1.20124 4.42860 2.19497
Cl -1.48731 5.27608 3.68645
C -1.20957 3.07004 2.11423
Cl -1.55277 1.96632 3.43391
C -0.93247 2.37470 0.92319
O -0.78443 1.13212 0.87958
C -0.73584 3.14458 -0.22770
Cl -0.45555 2.26604 -1.68162
C -0.74507 4.51975 -0.24493
Cl -0.63464 5.50319 -1.69030
S 3.18528 -1.88235 -1.10840
C 2.12392 -1.91916 -2.45659
N 0.96508 -1.22260 -2.51011
C 0.30343 -1.50812 -3.66604
C -0.99691 -1.01826 -3.91444
C -1.60197 -1.34807 -5.10172
C -0.91836 -2.13483 -6.01424
C 0.37574 -2.61691 -5.84815
C 0.96690 -2.39327 -4.59295
S 2.45126 -2.86986 -3.89160
H -1.56824 -0.43592 -3.18864
H -2.62788 -1.17008 -5.23860
H -1.40863 -2.41468 -6.92151
H 0.72138 -3.36080 -6.53717
*
```

The calculation puts the orbital gap (spin up / spin down) at 6.3 / 6.6 eV.

Record 4
The following is a DFT calculation (ωB97M-V/def2-TZVPD) of a molecular structure, C36H24Br3N3OPb in a non-equilibrium geometry.

```
! wB97M-V def2-TZVPD RIJCOSX def2/J DEFGRID3
* xyz -2 1
Pb 0.60296 0.33098 0.50212
Br 6.52796 -2.63122 2.10822
C 5.22156 -1.45032 1.41892
C 5.22136 -1.12932 0.06832
C 4.25226 -0.24942 -0.43398
C 3.25286 0.33758 0.36682
O 2.39946 1.15808 -0.10718
C 3.29656 -0.04722 1.72532
C 2.30576 0.50598 2.66372
N 1.04116 0.26748 2.53292
C 0.19386 0.86968 3.45602
C 0.05456 0.54738 4.80372
C -0.86664 1.25388 5.58602
C -1.64314 2.27048 5.01282
C -1.49874 2.57428 3.64442
C -2.20194 3.56308 2.93942
C -1.93394 3.74988 1.58052
C -0.98094 2.93908 0.97232
N -0.30204 1.97418 1.61762
C -0.56934 1.83658 2.89762
C 4.26426 -0.90832 2.26262
H 5.95806 -1.54362 -0.61068
H 4.26836 -0.00062 -1.49498
H 2.71376 1.11808 3.48752
H 0.65576 -0.24912 5.22752
H -0.97944 1.00958 6.63842
H -2.35424 2.81748 5.62442
H -2.93934 4.18308 3.43752
H -2.44824 4.50938 1.00462
H -0.71984 3.04098 -0.07748
H 4.24066 -1.15562 3.31702
Br 2.20116 -1.39052 1.54662
C 2.55846 -2.65412 0.20222
Br 1.42946 -1.64882 -0.91428
H 2.15426 -3.63752 0.43212
H 3.59576 -2.63732 -0.12488
C -3.68994 -2.52532 -1.75108
C -2.52444 -1.87872 -2.15658
C -1.70094 -1.26572 -1.21118
C -2.03804 -1.29552 0.14762
C -1.21644 -0.68302 1.09852
C -1.54684 -0.70942 2.45162
C -2.70894 -1.35232 2.87022
C -3.54094 -1.96932 1.93302
C -3.21874 -1.94962 0.56552
C -4.03614 -2.56122 -0.39858
H -4.33094 -3.00252 -2.48788
H -2.25564 -1.85112 -3.20928
H -0.79364 -0.76422 -1.54058
H -0.89344 -0.22692 3.17212
H -2.96904 -1.37442 3.92532
H -4.44484 -2.46702 2.27712
H -4.94984 -3.07082 -0.10178
N -0.47924 0.80788 -9.59588
C -0.37314 0.73648 -8.44258
C -0.24204 0.64828 -7.01718
C 0.68686 1.45088 -6.34568
C 0.81476 1.36488 -4.95538
C 0.01446 0.47568 -4.22808
C -0.91454 -0.32692 -4.90098
C -1.04244 -0.24092 -6.29138
C 0.14576 0.38738 -2.80138
C 0.25496 0.31398 -1.61538
H 1.31616 2.14728 -6.89818
H 1.54186 1.99568 -4.44618
H -1.54414 -1.02342 -4.34908
H -1.76954 -0.87152 -6.80118
H -0.52344 1.55778 -0.20998
*
```

The calculation puts the orbital gap (spin up / spin down) at 4.3 / 3.6 eV.

Record 5
The following is a DFT calculation (ωB97M-V/def2-TZVPD) of a molecular structure, C36H24BrF3MoN6O8SSb.

```
! wB97M-V def2-TZVPD RIJCOSX def2/J DEFGRID3
* xyz 3 1
Mo -0.37794 1.16190 -0.58395
O 0.15898 6.35047 2.92543
C -0.00233 5.20720 2.28374
C -0.57592 4.05754 2.84392
C -0.69166 2.92392 2.07937
N -0.26829 2.86946 0.80299
C 0.25737 3.98234 0.29346
Br 0.71440 3.74754 -1.52602
C 0.42718 5.16498 0.95094
H -0.17075 6.32603 3.83429
H -0.93223 4.05730 3.86508
H -1.14154 2.02213 2.46761
H 0.85437 6.03653 0.47680
N -0.59605 0.98086 -4.38314
C 0.54860 0.81234 -3.72584
N 0.61217 0.66699 -2.41316
C 1.92992 0.60206 -1.98059
C 2.27781 0.63631 -0.63391
C 3.62223 0.68752 -0.29644
C 4.59179 0.70896 -1.29909
C 4.24528 0.70819 -2.64433
C 2.89738 0.67264 -2.97009
S 2.09197 0.77597 -4.52704
H -1.44771 1.11997 -3.86068
H -0.61408 1.13366 -5.37799
H 1.56682 0.55990 0.21588
H 3.92287 0.70700 0.74170
H 5.63706 0.74007 -1.02578
H 5.00998 0.74590 -3.40810
O -5.33218 -3.77741 -3.14146
N -5.22994 -2.60740 -2.83949
O -6.08273 -1.75837 -2.96818
C -3.95206 -2.17517 -2.25399
C -3.79575 -0.83890 -1.88896
C -2.62353 -0.51031 -1.27342
C -1.57059 -1.41217 -0.97794
O -0.46679 -0.91694 -0.50741
C -1.82412 -2.74886 -1.33088
C -2.98130 -3.11664 -2.00657
N -0.87941 -3.80313 -1.00298
O -0.76512 -4.72579 -1.76505
O -0.27330 -3.74518 0.08144
N -2.26594 0.77486 -0.74719
O -2.13075 0.84456 0.58899
O -2.17785 1.91349 -1.40216
H -4.57774 -0.11527 -2.08112
H -3.13323 -4.14144 -2.31835
F -1.58022 -1.90035 7.89634
C -1.65931 -2.31272 6.65032
C -2.91439 -2.42158 6.06428
C -2.99549 -2.84236 4.75337
C -1.81602 -3.19809 4.07883
C -0.55411 -3.04669 4.67252
C -0.47756 -2.61115 5.97604
Sb -2.06677 -4.06498 2.24208
C -3.89282 -3.70976 1.39346
C -4.38956 -2.39622 1.44626
C -5.66252 -2.13996 0.98375
C -6.41201 -3.19524 0.46843
F -7.62599 -2.94972 0.03424
C -5.92970 -4.49905 0.39728
C -4.65629 -4.75870 0.85493
C -1.13231 -5.83909 1.92197
C -0.09508 -6.23182 2.78522
C 0.52065 -7.44610 2.59137
C 0.10583 -8.23780 1.52371
F 0.68985 -9.39839 1.34240
C -0.89321 -7.85111 0.63260
C -1.49712 -6.63044 0.81786
H -3.79692 -2.17674 6.63947
H -3.96711 -2.93136 4.28365
H 0.35463 -3.26934 4.12814
H 0.46863 -2.49899 6.48768
H -3.79269 -1.58216 1.84464
H -6.09450 -1.14839 1.01450
H -6.56324 -5.28010 -0.00112
H -4.28809 -5.77579 0.83299
H 0.20778 -5.61087 3.61817
H 1.30775 -7.80101 3.24235
H -1.15535 -8.50240 -0.18974
H -2.23618 -6.29596 0.10157
*
```

The calculation puts the orbital gap (spin up / spin down) at 4.6 / 4.5 eV.

Record 6
The following is a DFT calculation (ωB97M-V/def2-TZVPD) of a molecular structure, C36H25AsCl3N5O8RuS2.

```
! wB97M-V def2-TZVPD RIJCOSX def2/J DEFGRID3
* xyz -1 6
Ru -0.19187 -0.75432 -0.32706
C -0.97875 0.98579 -4.53675
C -1.08737 0.17859 -3.38848
N -0.06343 -0.05816 -2.60878
C 1.15191 0.46893 -2.89419
C 1.34073 1.33625 -3.98617
C 0.22213 1.57279 -4.81720
C 2.60864 1.93191 -4.19145
C 3.61204 1.65649 -3.30502
C 3.44167 0.76769 -2.22566
C 2.23365 0.12087 -2.00420
N 1.91010 -0.74931 -1.00622
C 2.80006 -1.56602 -0.36052
C 4.10689 -1.83979 -0.72768
C 4.90491 -2.74441 -0.00211
C 4.43536 -3.40042 1.09728
C 3.09239 -3.19376 1.48915
C 2.49729 -3.88285 2.56682
C 1.18183 -3.68594 2.86969
C 0.44091 -2.78816 2.08492
N 0.97555 -2.12873 1.08622
C 2.28422 -2.29762 0.76621
H -1.84710 1.14267 -5.16159
H -2.02896 -0.27435 -3.10073
H 0.33443 2.22606 -5.67514
H 2.75858 2.60031 -5.02982
H 4.57883 2.13007 -3.43018
H 4.26278 0.61618 -1.54202
H 4.52338 -1.38893 -1.61442
H 5.91907 -2.92086 -0.34071
H 5.05323 -4.09571 1.65132
H 3.09979 -4.58076 3.13704
H 0.69665 -4.21065 3.68090
H -0.60824 -2.60170 2.28354
O -2.79060 -2.74585 -2.75723
As -3.15645 -2.42249 -1.07801
O -4.75341 -2.17796 -0.90307
O -2.20595 -1.08802 -0.61573
C -2.58383 -3.91793 0.02007
C -3.51738 -4.24961 0.99922
C -3.24460 -5.24351 1.92791
C -2.03471 -5.91990 1.87904
C -1.10271 -5.60260 0.90282
C -1.37049 -4.60444 -0.02446
S -0.12907 -4.30881 -1.27976
O -0.55280 -5.07138 -2.43249
O 1.12916 -4.68688 -0.67918
O -0.24315 -2.85273 -1.55099
H -1.85081 -2.98725 -2.83046
H -4.45887 -3.71386 1.01261
H -3.97717 -5.48707 2.68726
H -1.81377 -6.69587 2.60199
H -0.14727 -6.10806 0.85343
Cl 0.49386 2.90502 3.44100
C 0.12496 1.16497 3.59663
Cl -1.39170 0.97720 4.47500
Cl 1.42989 0.36623 4.49326
C 0.07520 0.54162 2.16194
O -0.93612 -0.12652 1.86305
O 1.05730 0.76193 1.44595
S -2.42495 5.86003 -0.39148
C -1.82749 4.18641 -0.38332
C -0.47442 3.90888 -0.52971
C -0.06989 2.58722 -0.53062
N -0.93310 1.57579 -0.42651
C -2.23039 1.83644 -0.29184
C -2.72113 3.13530 -0.26026
C -1.80539 6.46709 1.14761
C -1.41593 5.65739 2.20493
C -0.98211 6.26419 3.37459
N -0.92525 7.58080 3.56015
C -1.31381 8.34288 2.53926
C -1.75150 7.84692 1.32399
H 0.25383 4.70320 -0.62204
H 0.97791 2.32134 -0.60377
H -2.87536 0.97094 -0.19927
H -3.77882 3.31363 -0.12663
H -1.44334 4.57885 2.13539
H -0.66871 5.64665 4.20951
H -1.26313 9.41530 2.69503
H -2.03781 8.52242 0.52815
*
```

The calculation puts the orbital gap (spin up / spin down) at 6.6 / 6.1 eV.